# 1
{
  "formula": "C45H114BN10O19",
  "method": "ωB97M-V/def2-TZVPD",
  "symbols": ["O", "O", "O", "O", "O", "O", "O", "O", "O", "O", "O", "O", "O", "O", "O", "O", "O", "O", "O", "N", "N", "N", "N", "N", "N", "N", "N", "N", "N", "C", "C", "C", "C", "C", "C", "C", "C", "C", "C", "C", "C", "C", "C", "C", "C", "C", "C", "C", "C", "C", "C", "C", "C", "C", "C", "C", "C", "C", "C", "C", "C", "C", "C", "C", "C", "C", "C", "C", "C", "C", "C", "C", "C", "C", "B", "H", "H", "H", "H", "H", "H", "H", "H", "H", "H", "H", "H", "H", "H", "H", "H", "H", "H", "H", "H", "H", "H", "H", "H", "H", "H", "H", "H", "H", "H", "H", "H", "H", "H", "H", "H", "H", "H", "H", "H", "H", "H", "H", "H", "H", "H", "H", "H", "H", "H", "H", "H", "H", "H", "H", "H", "H", "H", "H", "H", "H", "H", "H", "H", "H", "H", "H", "H", "H", "H", "H", "H", "H", "H", "H", "H", "H", "H", "H", "H", "H", "H", "H", "H", "H", "H", "H", "H", "H", "H", "H", "H", "H", "H", "H", "H", "H", "H", "H", "H", "H", "H", "H", "H", "H", "H", "H", "H", "H", "H", "H", "H", "H", "H"],
  "coordinates": [[12.5098, -11.8290, 20.4496], [6.9970, -12.1655, 21.1299], [15.1730, -8.2055, 21.1249], [11.4250, -14.0176, 16.6093], [17.8778, -13.5027, 19.3500], [7.6737, -9.6083, 21.4739], [4.0796, -12.2116, 16.8397], [11.6278, -13.2922, 19.0015], [12.8813, -12.5072, 26.9691], [11.0523, -11.7269, 17.3833], [11.8637, -9.8922, 18.3732], [12.0662, -10.3583, 13.5106], [9.4861, -13.5199, 17.8309], [12.2158, -17.4669, 19.8296], [8.0435, -14.9419, 16.7575], [7.8558, -18.6703, 12.2251], [10.6271, -15.7607, 15.4286], [7.4815, -9.8734, 15.7981], [14.7366, -14.4272, 12.5323], [10.7600, -18.4886, 14.4635], [14.5371, -7.8337, 14.5147], [13.4495, -16.8354, 15.0844], [9.5092, -17.5125, 19.7225], [14.6593, -13.9867, 25.1492], [2.0396, -10.0116, 17.1278], [9.5566, -8.2862, 18.4572], [10.6376, -9.4776, 21.4481], [14.2981, -8.5018, 17.5573], [17.2457, -13.5086, 16.3979], [7.7567, -12.7727, 20.0867], [8.5456, -9.1365, 16.3649], [16.4379, -12.8119, 17.3514], [12.7762, -16.6761, 18.8118], [14.6290, -8.7802, 19.9788], [13.4402, -11.1767, 27.0038], [14.2258, -14.8986, 13.8158], [7.1850, -7.8375, 18.1038], [14.7546, -7.8185, 18.7598], [11.6472, -11.1141, 18.3538], [13.7959, -8.6696, 13.6300], [13.6137, -13.1261, 24.6350], [7.1536, -11.1695, 16.3432], [14.8240, -9.4344, 12.6780], [11.3816, -11.4223, 14.1400], [3.3129, -10.0744, 17.8397], [16.5663, -13.3963, 18.7685], [10.5196, -10.5995, 23.6785], [15.1472, -9.1405, 22.1354], [13.0714, -16.9648, 12.7013], [11.9927, -12.1248, 19.4055], [10.1127, -16.3525, 20.2428], [12.4884, -13.0100, 25.6742], [13.0639, -13.5781, 23.2693], [10.4727, -14.8363, 16.2066], [8.5301, -9.4595, 22.6157], [3.6851, -11.6020, 18.1181], [6.4405, -8.9900, 21.7468], [14.9206, -12.7950, 16.9365], [8.5360, -18.7082, 13.4691], [10.6759, -19.9849, 12.6164], [6.5141, -19.1470, 12.3619], [4.7024, -13.4956, 16.9093], [11.4692, -16.7449, 20.8220], [8.3448, -8.8567, 17.8548], [12.8470, -9.5708, 14.3965], [9.1579, -14.3860, 16.9400], [9.8067, -10.2410, 22.3547], [9.1125, -15.7490, 21.2582], [14.8765, -13.0545, 12.4713], [18.5498, -14.7599, 19.0226], [10.0542, -18.6901, 13.1421], [13.9737, -16.4139, 13.8351], [13.8583, -6.6770, 19.0737], [3.1655, -9.2723, 19.1609], [10.8964, -13.1188, 17.6930], [15.2956, -12.5816, 13.3594], [10.3424, -20.1787, 11.5969], [14.1186, -9.3725, 22.4113], [10.6969, -9.7462, 24.3331], [12.1549, -14.0282, 25.8747], [6.5728, -7.9501, 22.0454], [14.0945, -7.8421, 16.8202], [13.2439, -17.3109, 18.0592], [13.2653, -14.4395, 14.0495], [10.8968, -12.0810, 13.4195], [2.6052, -9.8668, 19.8825], [12.5833, -16.3440, 15.2528], [3.9712, -9.6032, 17.1098], [15.2717, -9.6444, 19.8109], [7.9926, -11.9841, 19.3721], [8.6856, -8.1600, 15.9013], [10.2059, -19.0214, 15.1185], [11.4787, -11.0880, 23.5061], [14.0840, -12.1435, 24.5995], [10.3280, -8.9323, 18.3702], [14.3418, -12.1333, 17.5810], [11.9604, -15.8081, 21.0849], [15.5567, -10.0260, 13.2267], [14.6869, -13.6885, 26.1138], [4.0952, -14.2597, 17.3947], [15.6113, -8.7534, 23.0425], [2.5971, -8.3470, 19.0671], [15.4855, -12.8085, 11.6015], [10.2891, -17.9293, 12.3978], [14.2045, -6.1427, 19.9584], [12.7978, -6.9007, 19.1893], [13.0877, -17.7613, 14.9059], [4.8533, -13.7317, 15.8559], [11.3977, -9.9755, 21.0070], [12.7097, -10.3679, 26.9872], [15.5867, -10.0936, 21.8413], [13.3758, -8.8667, 17.7477], [8.3465, -19.6503, 13.9836], [8.8804, -8.4430, 22.7950], [7.2295, -11.2342, 21.1433], [9.4146, -9.7683, 16.1813], [10.4945, -20.8562, 13.2458], [14.1340, -10.8527, 26.2281], [8.2169, -15.3962, 20.7467], [12.0991, -16.4864, 12.8192], [18.1671, -15.5538, 19.6640], [12.7215, -14.6127, 23.2876], [8.0605, -11.6169, 16.7500], [16.0588, -12.7697, 19.5019], [2.2050, -10.5715, 16.3037], [13.8868, -5.8843, 18.3261], [13.8497, -12.7178, 12.3282], [5.8671, -9.4993, 22.5214], [12.2228, -13.0269, 22.8489], [1.7481, -9.1297, 16.7310], [13.8100, -13.6562, 22.4785], [12.2254, -9.0962, 15.1557], [13.1558, -8.0493, 13.0026], [2.9915, -12.1701, 18.7379], [6.0242, -18.9780, 11.4030], [12.0739, -12.0419, 14.7101], [7.0915, -13.4983, 19.6187], [15.3302, -8.7614, 11.9859], [11.9996, -16.1502, 18.2563], [10.6690, -10.9931, 14.8443], [18.1577, -13.5651, 16.8280], [14.9404, -16.9105, 13.7523], [8.1805, -9.7726, 18.4224], [10.2314, -15.6888, 19.3863], [6.1704, -8.1741, 17.8902], [8.7515, -13.0774, 20.4117], [15.8024, -7.5336, 18.6646], [13.8487, -11.0143, 28.0013], [7.3850, -6.9481, 17.5062], [14.4122, -13.7586, 16.9028], [6.5071, -20.2248, 12.5248], [11.7571, -20.0423, 12.4905], [4.6125, -11.6471, 18.6889], [16.9286, -14.4595, 16.2743], [15.5543, -13.7708, 24.7340], [8.8944, -17.2283, 18.9732], [6.0825, -18.5758, 13.1838], [15.9665, -14.3054, 18.8111], [9.8783, -11.3939, 24.0601], [8.1374, -9.8879, 23.5379], [19.5989, -14.5886, 19.2640], [11.6054, -12.4845, 25.3105], [13.4596, -15.9263, 19.2105], [13.0140, -18.0529, 12.7310], [15.3939, -8.3023, 14.7722], [16.9255, -11.8382, 17.3035], [18.4556, -14.9983, 17.9632], [7.2049, -7.5508, 19.1552], [14.2124, -10.0751, 12.0428], [8.1879, -17.9132, 14.1286], [13.4854, -10.2958, 14.9013], [5.8592, -8.8819, 20.8312], [14.9043, -12.4196, 15.9133], [14.9589, -14.6619, 14.5869], [8.8113, -16.5545, 21.9279], [11.4694, -17.4725, 21.6337], [9.7273, -11.1932, 21.8304], [9.8189, -7.5038, 17.8747], [6.4324, -11.0266, 17.1479], [10.6592, -17.5684, 14.8675], [5.6808, -13.4923, 17.3899], [10.2822, -17.9680, 19.2586], [13.6422, -9.2007, 20.1724], [6.8119, -11.8590, 15.5713], [9.5177, -14.8734, 21.7654], [14.8481, -7.0076, 14.0238], [10.0062, -9.2974, 20.6806], [13.4648, -16.6452, 11.7363], [4.1255, -9.1405, 19.6601]],
  "orbital_gap_ev": 8.783,
  "homo_ev": -7.0,
  "max_force_ev_per_a": 5.2,
  "total_charge": -1
}

---

# 2
{
  "formula": "C21H37KNO15",
  "method": "ωB97M-V/def2-TZVPD",
  "symbols": ["K", "O", "O", "O", "O", "O", "O", "O", "O", "O", "O", "O", "O", "O", "O", "O", "N", "C", "C", "C", "C", "C", "C", "C", "C", "C", "C", "C", "C", "C", "C", "C", "C", "C", "C", "C", "C", "C", "H", "H", "H", "H", "H", "H", "H", "H", "H", "H", "H", "H", "H", "H", "H", "H", "H", "H", "H", "H", "H", "H", "H", "H", "H", "H", "H", "H", "H", "H", "H", "H", "H", "H", "H", "H", "H"],
  "coordinates": [[0.9473, 0.4244, -0.3295], [-2.3426, -3.3490, 0.2804], [-0.5624, -2.6704, 3.0770], [-0.9973, 1.7060, 0.9117], [-0.8000, -1.8540, -0.4873], [2.3648, 1.8275, -2.2898], [-3.3823, 1.3831, 0.8700], [2.5376, -1.5951, -1.0606], [-1.7085, -0.9191, 2.4043], [2.2818, 2.5371, -4.5907], [2.7263, -2.9780, -2.9935], [0.4127, -1.0080, 1.9756], [-2.5092, 1.8208, 2.7775], [1.9332, 4.1335, -3.1496], [4.1709, -1.2835, -2.9874], [-1.5717, -3.6112, -1.7578], [3.0166, 2.2885, 0.4846], [-1.8568, -2.9817, 3.4523], [-3.0879, -4.4426, -0.2207], [2.0984, 4.7089, -1.8905], [3.1800, -1.9807, -2.2948], [2.0033, -3.9912, -2.4075], [-3.2890, 0.9259, -0.5024], [-1.4733, 2.0839, 3.7507], [0.7801, 6.0362, 2.7650], [-1.7905, -5.9892, -1.7542], [-2.2589, 1.6496, 1.5197], [2.2276, 4.1176, 2.2091], [-4.0039, -1.8295, 2.4998], [0.9997, 4.9240, 1.7688], [-1.5460, -2.8736, -0.6434], [2.7234, 1.2200, -4.9602], [4.7246, -0.2258, -2.3097], [-2.6259, -1.6744, 3.1700], [2.6077, 3.0584, 1.2603], [-2.4941, -4.6266, -1.6502], [-0.5444, -1.5064, 2.4259], [2.1708, 2.8402, -3.3164], [-2.8437, 1.6668, -1.1640], [1.8406, 5.7370, -1.9367], [-0.1437, 6.4975, 2.4433], [2.0436, 3.6925, 3.1924], [-4.2973, 0.7160, -0.8953], [-1.0643, -5.8310, -2.5628], [3.1277, 4.5501, -1.6268], [-1.3147, -6.2461, -0.7944], [-4.6758, -2.4829, 2.9934], [-0.6806, 2.8240, 3.4542], [-4.4657, -0.8485, 2.3002], [-2.1061, -3.6612, 2.6628], [5.6480, -0.5645, -1.9012], [1.1501, 5.3189, 0.8095], [4.1094, 0.2084, -1.5987], [2.4304, 1.0540, -5.9699], [4.9058, 0.5530, -3.0394], [-3.2571, -4.5802, -2.4564], [3.0992, 4.7695, 2.4728], [-1.9326, 2.4501, 4.6600], [-1.0112, 1.1754, 4.0444], [-2.0095, -3.3833, 4.4457], [2.3665, 0.3630, -4.3672], [1.4432, 4.2729, -1.1289], [3.8283, 1.1795, -4.8271], [2.1860, -4.9682, -2.8413], [1.5982, 6.7892, 2.7923], [0.1160, 4.3451, 1.6413], [-4.1360, -4.0054, -0.2536], [0.9895, -3.7813, -2.6317], [-2.4281, -6.8312, -1.9711], [-2.7407, 0.0385, -0.5855], [-2.7845, -1.1573, 4.0832], [0.7895, 5.5589, 3.7550], [-2.9717, -5.2263, 0.5686], [-4.0213, -2.3496, 1.5642], [2.1509, -4.1392, -1.3376]],
  "orbital_gap_ev": 10.543,
  "homo_ev": -12.4,
  "max_force_ev_per_a": 8.8,
  "total_charge": 1
}

---

# 3
{
  "formula": "C30H20I2LaN6O3",
  "method": "ωB97M-V/def2-TZVPD",
  "symbols": ["La", "I", "I", "O", "O", "O", "N", "N", "N", "N", "N", "N", "C", "C", "C", "C", "C", "C", "C", "C", "C", "C", "C", "C", "C", "C", "C", "C", "C", "C", "C", "C", "C", "C", "C", "C", "C", "C", "C", "C", "C", "C", "H", "H", "H", "H", "H", "H", "H", "H", "H", "H", "H", "H", "H", "H", "H", "H", "H", "H", "H", "H"],
  "coordinates": [[0.4970, 0.0543, -0.5067], [3.8298, -0.0178, -5.0245], [7.9549, 2.2817, -1.6589], [2.1697, 0.2057, -2.1698], [-5.6611, -3.4160, 2.3825], [-5.0775, -1.2454, 2.9310], [-0.8886, 2.3075, 0.2760], [-0.7736, 0.9897, 2.0949], [3.0478, 0.7967, 0.2485], [-1.5469, 0.1231, -1.9286], [-1.5471, -1.6433, -0.0467], [0.9057, -2.1809, 0.8597], [-1.5131, -2.4703, 1.0113], [-2.7669, -0.3336, -1.6366], [-2.6397, -2.8321, 1.6930], [-2.7148, 3.7993, -0.2078], [5.1888, 1.5635, -0.6510], [3.4414, 0.5632, -2.0884], [-2.7653, -1.2169, -0.4273], [6.1071, 1.3947, -1.7487], [-0.1601, -2.9255, 1.4118], [-2.4718, 1.1551, -3.8994], [-2.9238, 2.1565, 1.5790], [4.3928, 0.4481, -3.0836], [-3.9186, -1.5096, 0.2378], [2.3970, -3.6999, 2.0305], [-1.6010, 1.7884, 1.3366], [-3.8528, -2.2385, 1.4141], [-5.0565, -2.3684, 2.3599], [-1.3780, 0.8873, -3.0306], [-3.9209, 0.0163, -2.3297], [3.4679, 1.1819, 1.4501], [0.0692, -3.9703, 2.2737], [-3.7438, 0.7951, -3.4802], [-3.4891, 3.1320, 0.7723], [2.1270, -2.5922, 1.1311], [5.5288, 1.9713, 0.6667], [5.7375, 0.7397, -2.8597], [4.6592, 1.8502, 1.6471], [-1.4361, 3.3045, -0.4791], [3.9321, 1.0145, -0.8176], [1.3157, -4.3143, 2.6556], [-4.8810, -1.1851, -0.0560], [-3.0208, 4.6482, -0.7341], [6.4181, 0.5146, -3.6698], [-0.7411, 3.7662, -1.2146], [-0.8535, -4.4938, 2.5880], [3.0029, -2.0944, 0.6667], [2.8092, 0.8082, 2.2347], [0.0313, 1.5512, 2.4377], [-4.8692, -0.3848, -2.1086], [1.4515, -5.0227, 3.4649], [6.5662, 2.3645, 0.6944], [-3.5185, 1.6170, 2.2898], [-4.6432, 1.1031, -4.1308], [4.9094, 2.0049, 2.6318], [-2.3594, 1.6232, -4.8747], [-2.4865, -3.4785, 2.5273], [-1.2268, 0.5686, 2.9158], [-0.3580, 1.1665, -3.2533], [3.4461, -3.9348, 2.2368], [-4.5993, 3.3126, 0.9661]],
  "orbital_gap_ev": 6.520,
  "de_lowest_kcal_mol": 25.9,
  "homo_ev": -10.1,
  "max_force_ev_per_a": 4.4,
  "total_charge": 1
}

---

Number 1 is which compound?
C45H114BN10O19